C3H7NO2 | the ωB97M-V functional and the def2-TZVPD basis

Positions of all 13 atoms, in Å:
H -1.9720 1.7298 -0.4769
N -1.4301 0.9425 -0.1318
C -2.0402 0.3748 0.8276
O -1.5864 -0.6941 1.4676
H -3.0015 0.6885 1.2441
H -0.7348 -0.9819 1.0655
C 1.4196 0.0190 -1.1311
C 1.7363 -0.6993 0.1402
O 0.9570 -1.4198 0.7339
H 2.3048 0.4906 -1.5621
H 0.9625 -0.6713 -1.8467
H 0.6425 0.7624 -0.9047
H 2.7424 -0.5411 0.5744

Atomic forces in eV per Å
0.0 0.0 0.1
-0.3 -0.1 0.3
-0.1 0.2 -0.1
0.1 0.0 -0.1
0.1 0.0 -0.1
-0.1 0.0 0.1
0.0 0.0 -0.1
-0.2 -0.2 0.1
0.3 0.3 -0.2
-0.1 -0.1 0.1
0.1 0.1 0.1
0.2 -0.1 0.0
0.0 0.0 0.0

Output
LUMO in eV: 0.967
SMILES: [H]/N=C/O.CC=O
Largest force on an atom in eV/A: 0.5
Kohn-Sham gap in eV: 11.0923
Energy above the lowest of the compared OMol25 structures with the same formula, charge and spin in kcal/mol: 33.60

Here are the Mulliken charges for atoms 1 to 6, given in e:
1. H 0.1665
2. N -0.4985
3. C 0.0473
4. O -0.4750
5. H 0.3366
6. H 0.4287



C3H7NO2 | the ωB97M-V functional and the def2-TZVPD basis

Positions of all 13 atoms, in Å:
C 1.2726 0.2414 -0.3819
C -0.1966 -0.4111 -0.2941
N -1.1165 -0.1190 -1.3437
C -0.7602 -0.1742 1.1406
O -1.7848 -0.8015 1.4487
O 0.1455 0.4483 1.9934
H 1.9632 -0.1311 0.4897
H 1.3484 1.3581 -0.3729
H 1.8623 -0.1169 -1.2437
H 0.1022 -1.4946 -0.3190
H -0.9440 -0.6329 -2.2606
H -1.4068 0.8593 -1.2861
H -0.4853 0.9741 2.4296

Atomic forces in eV per Å
1.2 -0.4 1.1
3.2 0.0 0.4
-0.1 -0.7 -0.5
-1.0 -4.0 -1.2
2.5 2.9 0.2
-1.1 -1.0 -1.8
-1.6 0.7 -1.3
-0.4 -0.9 0.0
-0.8 0.1 -0.1
-0.9 0.7 0.1
-0.4 1.8 1.9
0.1 -0.7 -1.1
-0.9 1.4 2.3

Output
LUMO in eV: 0.544
SMILES: C[C@H](N)C(=O)O
Largest force on an atom in eV/A: 4.3
Kohn-Sham gap in eV: 9.7696
Energy above the lowest of the compared OMol25 structures with the same formula, charge and spin in kcal/mol: 46.30

Here are the Mulliken charges for atoms 1 to 6, given in e:
1. C -1.1328
2. C 0.2541
3. N -0.5104
4. C 0.3478
5. O -0.4916
6. O -0.3850



C3H7NO2 | the ωB97M-V functional and the def2-TZVPD basis

Positions of all 13 atoms, in Å:
C 0.0547 1.7673 0.2303
C 0.2715 -1.2298 -1.2398
C -0.8490 -1.1718 -0.6155
N -0.1819 1.4357 1.4637
O 1.3628 1.7576 0.0130
O -1.3075 -2.1464 0.1628
H 0.9604 -1.9577 -1.2157
H 1.4917 2.0767 -0.8729
H 0.6879 -0.3301 -1.7868
H -1.4321 -0.2146 -0.5885
H -1.0644 1.3167 1.9574
H 0.5640 1.4096 2.1637
H -0.5582 -2.7131 0.3283

Atomic forces in eV per Å
-1.4 0.1 -1.3
1.3 4.2 -2.5
-1.8 2.3 0.5
0.4 -0.3 2.9
0.7 0.2 0.8
-1.1 -0.7 1.0
2.0 -3.1 0.2
0.1 0.1 -0.5
-1.0 -1.0 0.7
0.3 -1.3 -0.2
0.0 0.4 -1.3
0.3 -0.3 -0.4
0.1 -0.7 0.2

Output
LUMO in eV: 0.877
Largest force on an atom in eV/A: 5.1
Kohn-Sham gap in eV: 9.3645
Energy above the lowest of the compared OMol25 structures with the same formula, charge and spin in kcal/mol: 87.32

Here are the Mulliken charges for atoms 1 to 6, given in e:
1. C -0.3974
2. C -0.8940
3. C 0.2871
4. N -0.0771
5. O -0.3832
6. O -0.4721



C3H7NO2 | the ωB97M-V functional and the def2-TZVPD basis

Positions of all 13 atoms, in Å:
C -0.7702 1.1860 -0.1719
C -0.2540 -0.1313 0.3746
N -0.9123 -0.7933 1.4081
O -0.8444 -1.3823 -0.1600
C 1.2477 -0.3276 0.2116
O 1.6579 -0.1965 -1.1342
H -1.7985 1.1149 -0.5428
H -0.7809 1.8845 0.6719
H -0.1184 1.5832 -0.9551
H -1.7675 -1.2217 -0.4106
H 1.4891 -1.3103 0.6364
H 1.7788 0.4400 0.7835
H 1.2539 -0.9286 -1.6191

Atomic forces in eV per Å
0.0 0.0 0.0
0.0 0.2 0.0
0.1 0.0 0.0
-0.3 -0.1 -0.1
0.0 0.0 0.3
-0.1 -0.2 -0.2
0.1 -0.1 0.1
0.0 -0.1 -0.1
-0.1 -0.1 0.1
0.1 0.1 0.0
0.0 0.1 -0.1
-0.1 -0.1 0.0
0.2 0.1 0.0

Output
LUMO in eV: 0.439
Largest force on an atom in eV/A: 0.3
Kohn-Sham gap in eV: 8.7406
Energy above the lowest of the compared OMol25 structures with the same formula, charge and spin in kcal/mol: 125.33

Here are the Mulliken charges for atoms 1 to 6, given in e:
1. C -1.1649
2. C 1.2526
3. N -0.6247
4. O -0.4314
5. C -0.9016
6. O -0.5093